18
Properties=species:S:1:pos:R:3 method="wB97M-V/def2-TZVPD" e_tot_ha=-268.97132 relative_energy_kcal_mol=91.0 homo_lumo_gap_ev=10.0
C -0.4181 1.3415 1.7782
C -0.5322 0.3192 0.6446
C 0.5419 0.6399 -0.3614
C 0.8705 -0.3071 -1.3425
N 0.1601 -1.3396 -1.6587
N -0.3953 -1.0563 1.1863
H 0.6228 1.3556 2.0842
H -0.9839 1.0609 2.6388
H -0.6931 2.3185 1.3961
H -1.5457 0.3607 0.2378
H 1.1773 1.5108 -0.2467
H 1.4527 -0.1888 -0.1377
H 1.5371 0.0746 -2.1221
H -0.9034 1.9240 -2.6815
H -0.8472 1.2266 -2.4339
H 0.7094 -1.9336 -2.2713
H -0.0772 -1.6131 0.4014
H -1.2798 -1.4308 1.4994

=====

18
Properties=species:S:1:pos:R:3 method="wB97M-V/def2-TZVPD" e_tot_ha=-269.01528 relative_energy_kcal_mol=63.4 homo_lumo_gap_ev=9.2
C 2.4453 0.3429 0.0598
C 1.7527 1.2904 -0.7427
N 2.2360 2.5773 -0.9140
H 2.9602 0.7040 0.9810
H 2.5805 -0.7206 -0.0394
H 1.0980 1.0089 -1.5291
H 2.8607 2.6995 -0.1178
H 1.6138 3.3515 -0.7914
C -2.6417 -2.1429 -0.1247
C -2.4270 -1.0087 0.8782
N -0.9875 -0.7605 0.6869
H -2.3558 -1.7604 -1.2038
H -3.6916 -2.3800 0.0110
H -1.8062 -2.8959 0.0032
H -2.6081 -1.1514 1.9210
H -2.9779 -0.0769 0.6241
H -0.4786 -1.1512 1.4797
H -0.7097 -1.2349 -0.1717

=====

18
Properties=species:S:1:pos:R:3 method="wB97M-V/def2-TZVPD" e_tot_ha=-269.04575 relative_energy_kcal_mol=44.3 homo_lumo_gap_ev=9.7
C 2.0982 -0.0646 1.4628
N 1.9135 -0.6052 0.3379
C 1.7920 0.3094 -0.8071
H 2.2093 1.0295 1.5469
H 1.8520 -0.6195 2.3608
H 2.6297 1.0169 -0.8270
H 1.7865 -0.2736 -1.7279
H 0.8661 0.8583 -0.7113
C -1.8968 1.3332 -0.5253
C -2.2507 -0.1083 -0.1352
N -1.2490 -1.2073 -0.1694
H -1.7542 1.8977 0.4033
H -2.6577 1.8468 -1.0953
H -0.9272 1.4483 -1.0321
H -3.0528 -0.5885 -0.6720
H -2.5075 -0.0096 0.9199
H -0.5787 -1.1692 0.5790
H -0.8655 -1.4247 -1.0662

=====

18
Properties=species:S:1:pos:R:3 method="wB97M-V/def2-TZVPD" e_tot_ha=-268.94803 relative_energy_kcal_mol=105.6 homo_lumo_gap_ev="8.3 / 8.3"
C -0.8570 1.3146 0.8296
C -1.2527 -0.9302 -0.0008
C 1.5250 -0.6034 0.7269
N -0.3197 0.1918 0.0685
H -1.0637 0.9916 1.8524
H -1.7901 1.6973 0.3983
H -0.1237 2.1206 0.8510
H -2.1963 -0.6386 -0.4770
H -0.7962 -1.7347 -0.5768
H -1.4583 -1.2970 1.0049
H 2.0195 -1.5330 0.4884
H 0.9677 -0.7153 1.6576
H 2.2047 0.2353 0.7748
C 0.3444 0.5115 -1.2476
N 1.4301 -0.3668 -1.4066
H 1.0924 -1.2606 -1.7640
H 0.6994 1.5433 -1.1438
H -0.4255 0.4735 -2.0358

=====

18
Properties=species:S:1:pos:R:3 method="wB97M-V/def2-TZVPD" e_tot_ha=-268.85705 relative_energy_kcal_mol=162.7 homo_lumo_gap_ev=5.6
C -1.4583 1.1640 -0.1618
C -0.0956 1.1053 -0.9389
C 0.9957 0.5425 -0.0324
C 1.4005 -0.9088 -0.2069
N 0.8952 -1.6968 0.9411
N -1.6952 -0.1921 0.1690
H -1.4154 1.8917 0.6399
H -2.2768 1.5091 -0.8254
H -0.3298 0.4999 -1.8227
H 0.3022 2.0629 -1.3774
H 0.3898 0.5586 1.0267
H 0.1384 0.5581 1.9090
H 1.0032 -1.2892 -1.1545
H 2.4951 -0.9818 -0.1771
H 0.8120 -2.6794 0.7253
H -0.0391 -1.3257 1.1474
H -2.3777 -0.3279 0.9201
H 1.7920 1.2787 -0.0688

=====

18
Properties=species:S:1:pos:R:3 method="wB97M-V/def2-TZVPD" e_tot_ha=-269.02391 relative_energy_kcal_mol=58.0 homo_lumo_gap_ev=10.7
H -0.7587 1.6634 0.8245
N -0.7671 0.6088 0.7661
C -1.1254 0.7956 1.9967
N -0.3856 1.5230 2.9878
H -1.8010 0.0756 2.4831
H 0.5076 1.7941 2.5710
H -0.8795 2.4051 3.1579
C 1.5493 -0.6710 -0.6710
C 0.5533 -0.2936 -1.7637
C -0.6173 -1.2772 -1.7475
H 2.5194 -0.1754 -0.6720
H 1.0701 -0.5824 0.2968
H 1.7380 -1.7438 -0.8112
H 0.9937 -0.2198 -2.7589
H 0.1164 0.6698 -1.5048
H -0.8972 -1.4424 -0.7086
H -1.4987 -0.8996 -2.2590
H -0.3174 -2.2301 -2.1873

=====

18
Properties=species:S:1:pos:R:3 method="wB97M-V/def2-TZVPD" e_tot_ha=-268.31114 total_charge=+2 relative_energy_kcal_mol=106.4 homo_lumo_gap_ev=6.7
C 0.1919 -0.0586 -1.0351
C -1.0893 -0.7185 -1.0892
C -1.5202 -0.1521 0.2384
C -0.7693 -0.3145 1.3536
N -1.2195 0.2760 2.6273
N 2.7866 0.6614 -1.6317
H 0.4569 0.7709 -1.7052
H 1.0869 -0.7045 -0.9516
H -1.7548 -0.5789 -1.9407
H -1.0619 -1.8240 -1.0150
H -2.5418 0.2110 0.2682
H -0.0340 -1.1006 1.4145
H -2.2412 0.4354 2.6745
H -1.0907 -0.3772 3.4087
H -0.7917 1.2000 2.7616
H 2.8363 1.0646 -2.5695
H 3.2947 1.3083 -1.0321
H 3.4611 -0.0985 -1.7766

=====

19
Properties=species:S:1:pos:R:3 method="wB97M-V/def2-TZVPD" e_tot_ha=-344.18231 relative_energy_kcal_mol=127.2 homo_lumo_gap_ev=9.6
C -1.9918 -0.1495 -0.6797
O -2.8148 -0.1163 0.4246
C -0.4600 -0.2928 -0.1163
C 0.4009 1.0275 -0.1318
C 1.7864 0.5898 0.3846
N 2.4057 -0.4082 -0.4826
N -0.6576 -0.9243 1.2591
H -2.0797 0.6117 -1.5149
H -2.1435 -1.1315 -1.1692
H -2.1204 0.8112 0.1187
H 0.0339 -1.0360 -0.7596
H -0.0487 1.6268 0.6827
H 0.4882 1.7060 -0.9731
H 1.5651 0.0677 1.3339
H 2.3362 1.5297 0.6035
H 2.1917 -0.4573 -1.4036
H 3.3012 -0.7588 -0.2768
H -1.6677 -0.7991 1.4290
H -0.5252 -1.8965 1.2715

=====

19
Properties=species:S:1:pos:R:3 method="wB97M-V/def2-TZVPD" e_tot_ha=-344.27743 relative_energy_kcal_mol=67.5 homo_lumo_gap_ev=9.7
C 1.2919 1.9927 -0.0662
N 0.9262 0.5908 -0.0585
C 1.7668 -0.4287 0.0264
C 1.1164 -1.9178 -0.1961
O 2.9843 -0.3720 0.3762
H 1.9776 2.1806 -0.9664
H 0.3047 2.5682 -0.2751
H 2.1051 2.2983 0.9110
H 0.0434 0.2138 -0.3546
H -0.0229 -1.9872 -0.3765
H 1.2017 -2.5276 0.7695
H 1.7202 -2.2963 -1.0277
C -2.3733 -0.1247 0.7793
N -1.7691 -0.0931 -0.6804
H -2.1382 0.8291 1.3266
H -3.4651 -0.2656 0.7766
H -1.6400 -0.9078 1.3482
H -2.0580 -0.6723 -1.3578
H -1.9716 0.9197 -0.9546

=====

19
Properties=species:S:1:pos:R:3 method="wB97M-V/def2-TZVPD" e_tot_ha=-344.33310 relative_energy_kcal_mol=32.6 homo_lumo_gap_ev=9.5
C -1.1742 -1.3137 1.4996
C -1.3415 -0.0755 0.5962
C -0.2448 0.9393 0.8754
N -0.1302 1.9296 -0.1595
C 0.7033 1.8818 -1.0948
N 1.7318 1.0070 -1.3555
H -0.2506 -1.8406 1.2559
H -1.2319 -0.9775 2.5348
H -1.9589 -2.0465 1.3012
H -1.2458 -0.3907 -0.4402
H -2.3308 0.3486 0.7657
H 0.7155 0.4522 1.1312
H -0.4043 1.4568 1.8271
H 0.7217 2.7088 -1.8073
H 2.4114 1.2511 -2.0559
H 1.9065 0.1516 -0.8619
O 0.3353 -1.8122 -1.4658
H 1.1417 -1.6249 -1.9655
H 0.6458 -2.0452 -0.5806

=====

19
Properties=species:S:1:pos:R:3 method="wB97M-V/def2-TZVPD" e_tot_ha=-344.32781 relative_energy_kcal_mol=35.9 homo_lumo_gap_ev=9.8
N 0.4328 -1.5110 -1.9410
C 0.0434 -0.1032 -2.0372
C 0.7151 0.7842 -0.9802
N 0.5529 0.2116 0.3571
C -0.5217 0.7981 1.1440
C -0.7367 -0.0280 2.4202
O -0.9919 -1.3730 2.0951
H 0.8836 -1.8482 -2.7710
H 0.8555 -1.7818 -1.0703
H 0.3180 0.2577 -3.0287
H -1.0428 -0.0492 -1.9270
H 0.1948 1.7376 -1.1363
H 1.7722 0.8884 -1.1983
H 1.4233 0.3923 0.8435
H -1.4703 0.7797 0.6031
H -0.3408 1.8442 1.4027
H 0.1062 0.0962 3.0801
H -1.6028 0.4127 2.9189
H -0.5908 -1.5082 1.2256

=====

19
Properties=species:S:1:pos:R:3 method="wB97M-V/def2-TZVPD" e_tot_ha=-344.31801 relative_energy_kcal_mol=42.1 homo_lumo_gap_ev=9.9
N 0.6625 -1.3942 2.1226
C 0.1217 -1.3862 0.7592
C -0.2483 0.0870 0.3514
N -1.2366 0.6272 1.2747
C -0.6057 0.1888 -1.1199
C 0.3411 1.1283 -1.8298
O 1.5550 0.5081 -2.2436
H 0.3426 -0.5422 2.5681
H 1.6640 -1.4119 2.2560
H 0.7946 -1.7991 0.0171
H -0.8683 -1.8464 0.7749
H 0.6988 0.6044 0.6267
H -1.8505 -0.0880 1.6419
H -1.7563 1.4533 1.0653
H -1.5949 0.6514 -1.2888
H -0.7401 -0.8392 -1.4734
H 0.5461 1.9910 -1.1752
H -0.0434 1.5581 -2.7647
H 2.2176 0.5096 -1.5627

=====

Please write out number 5 again, unchanged.
18
Properties=species:S:1:pos:R:3 method="wB97M-V/def2-TZVPD" e_tot_ha=-268.85705 relative_energy_kcal_mol=162.7 homo_lumo_gap_ev=5.6
C -1.4583 1.1640 -0.1618
C -0.0956 1.1053 -0.9389
C 0.9957 0.5425 -0.0324
C 1.4005 -0.9088 -0.2069
N 0.8952 -1.6968 0.9411
N -1.6952 -0.1921 0.1690
H -1.4154 1.8917 0.6399
H -2.2768 1.5091 -0.8254
H -0.3298 0.4999 -1.8227
H 0.3022 2.0629 -1.3774
H 0.3898 0.5586 1.0267
H 0.1384 0.5581 1.9090
H 1.0032 -1.2892 -1.1545
H 2.4951 -0.9818 -0.1771
H 0.8120 -2.6794 0.7253
H -0.0391 -1.3257 1.1474
H -2.3777 -0.3279 0.9201
H 1.7920 1.2787 -0.0688